# C14H11FN2O5S

C14H11FN2O5S in the gas phase (ωB97M-V/def2-TZVPD, the Open Molecules 2025 dataset).

**SMILES**: CC(=O)N(C(C)=O)c1cc(CC(=O)F)c2c(c1)C(=O)N(S)C2=O
**E**: -41449.7950 eV
**HOMO**: -9.9 eV
**Strongest force on any atom**: 10.201 eV/Å
**Molar mass**: 338.3 g/mol
**Orbital gap**: 7.77 eV
**2S+1**: 1
**E_LUMO**: -2.18 eV

Last column: Löwdin charge in e.
Positions of all 34 atoms, in Å:
C (3.4433, -2.2123, -0.1570)  -0.04
C (3.2622, -0.8361, -1.0271)  -0.25
O (3.7551, -0.8604, -2.2960)  -0.02
N (2.5659, 0.4315, -0.5964)  -0.03
C (3.1657, 1.0587, 0.6386)  -0.27
C (2.7445, 2.6471, 0.9315)  -0.03
O (3.9544, 0.4716, 1.5405)  -0.02
C (1.0619, 0.2928, -0.5255)  -0.09
C (0.2871, -0.8377, 0.4331)  0.10
C (-1.3799, -0.9232, 0.5195)  -0.06
C (-2.1926, -1.9870, 1.4810)  -0.07
C (-2.8897, -3.2257, 0.6624)  -0.15
O (-2.7708, -4.4644, 1.2107)  -0.01
F (-3.5818, -2.9733, -0.6346)  -0.01
C (-2.2010, 0.1625, -0.3935)  -0.01
C (-1.4486, 1.2716, -1.3372)  -0.04
C (0.1851, 1.3808, -1.4423)  0.11
C (-2.6660, 2.1388, -2.0096)  -0.29
O (-2.7294, 2.8467, -3.1572)  0.01
N (-3.7514, 1.9822, -0.9244)  -0.40
S (-3.2186, 3.0272, 0.3751)  0.80
C (-3.7962, 0.4769, -0.5902)  -0.25
O (-4.8895, -0.2871, -0.5368)  0.03
H (4.6144, -2.3719, 0.0085)  0.11
H (3.0589, -3.1700, -0.7464)  0.11
H (2.9736, -2.1779, 0.9232)  0.07
H (3.6597, 3.3262, 1.1965)  0.10
H (1.8913, 2.6843, 1.7639)  0.10
H (2.2577, 3.0697, -0.0625)  0.08
H (0.8769, -1.6069, 1.1085)  0.10
H (-1.4220, -2.4587, 2.2615)  0.14
H (-3.0077, -1.4221, 2.1390)  0.15
H (0.6775, 2.2192, -2.1084)  0.13
H (-2.4900, 2.3270, 1.3517)  -0.09